ORCA calculation (ωB97M-V/def2-TZVPD) on a 3-piece molecular cluster, C41H30O9S overall in a non-equilibrium geometry.

```
! wB97M-V def2-TZVPD RIJCOSX def2/J DEFGRID3
* xyz 0 1
S 0.2448 1.0282 -7.9775
O 1.5798 0.8637 -0.4000
O -4.9677 0.4705 -1.4642
O 1.1549 -2.1163 -2.9644
O 0.4517 -0.0727 7.2215
O 4.2241 -0.4750 -3.4482
O 3.4326 0.5974 -1.6440
O -2.8394 -1.8751 2.8456
O 3.9047 2.2195 3.8398
O 0.4061 -1.9781 -7.5184
C 1.2172 0.4726 6.4535
C 1.5601 0.8116 -6.7281
C -5.1393 -0.3329 3.2280
C 3.3250 0.1534 -2.9486
C 3.3271 1.7791 6.0788
C -2.6625 -1.4493 0.5374
C 0.9846 0.4348 4.9843
C 2.0742 -2.9510 -6.1488
C 1.6228 1.0356 2.7363
C 2.0854 0.5389 -3.7417
C 1.8772 1.0505 4.1023
C -6.2001 0.9519 1.0000
C -4.4684 -0.0375 -0.4816
C -1.2430 0.5356 -7.0644
C -3.2272 -0.8525 -0.5907
C 0.4920 0.4028 2.2482
C -3.3089 -1.3214 1.8713
C -1.4831 -2.1761 0.4176
C 1.7561 -0.5875 -4.6705
C -1.4461 -1.7315 -1.9473
C 4.4521 2.4279 6.5726
C -6.7865 1.1174 2.2433
C -5.0782 0.1445 0.8647
C 2.6147 1.3042 8.3326
C 2.4410 0.1162 -0.7896
C -0.8751 -2.3128 -0.8193
C 1.2450 -1.8150 -6.6666
C 1.5199 -0.4909 -5.9784
C 4.6523 2.5201 7.9392
C -4.5377 -0.4896 1.9856
C -0.1424 -0.2104 4.4908
C 1.6911 -1.9369 -4.0354
C 2.2946 -3.0302 -4.8496
C 3.1052 1.7231 4.6068
C 3.7289 1.9656 8.8197
C -6.2611 0.4680 3.3557
C 2.4924 -1.3067 -0.3232
C 2.4120 1.2032 6.9620
C -0.3873 -0.2263 3.1278
C -2.6201 -1.0051 -1.8312
C -1.9714 1.7302 -6.4475
H 2.4881 -3.6779 -6.8286
H 2.5240 0.9525 -7.2059
H -2.4601 2.3181 -7.2186
H -2.7554 1.4085 -5.7669
H 1.2664 0.7633 -3.0605
H 3.1902 -1.4056 0.5057
H 2.8218 -1.9978 -1.0919
H -7.6564 1.7522 2.3479
H -6.7263 0.5922 4.3247
H 0.2925 0.3974 1.1939
H -6.6098 1.4517 0.1334
H -3.0654 -0.5486 -2.7046
H 5.1656 2.8624 5.8863
H -1.9031 0.0846 -7.7982
H 3.8814 2.0491 9.8877
H -4.7262 -0.8345 4.0921
H 1.5093 -1.5421 0.0528
H -0.8269 -0.6954 5.1730
H -1.0408 -2.6305 1.2945
H -0.9832 -1.8397 -2.9095
H 0.0440 -2.8725 -0.9099
H 5.5270 3.0292 8.3220
H 2.3075 1.5233 2.0563
H 2.8802 -3.8047 -4.3838
H -1.2678 -0.7286 2.7481
H 2.3534 1.4564 -4.2509
H 1.4360 1.6353 -6.0376
H -1.2617 2.3716 -5.9319
H 1.8983 0.8679 9.0147
H -1.0265 -0.2231 -6.3201
*
```

Its maximum force is 0.0370 Eh/bohr. Its SMILES is CCSCC1=C(CC(=O)OC(C)=O)C(=O)C=CC1=O.O=C1c2ccccc2C(=O)c2ccccc21.O=C1c2ccccc2C(=O)c2ccccc21. For the LUMO energy, the calculation gives -1.237 eV. The molar mass comes out at 698.75 g mol⁻¹. For the electronic energy, the calculation gives -2655.7318 a.u.

ORCA calculation (ωB97M-V/def2-TZVPD) on C41H31BiN10O7S as an isolated structure.

```
! wB97M-V def2-TZVPD RIJCOSX def2/J DEFGRID3
* xyz 0 1
Bi 0.7064 -0.9852 -0.2602
S 1.1014 2.0372 -1.4232
O -0.6793 -5.2506 0.0436
O 0.7168 -7.1892 0.9729
O 2.1976 2.9501 -1.5764
O 0.5504 1.8088 -0.0981
O -0.4978 -3.0607 -0.3179
O -0.0524 -1.9145 3.2311
O 2.7350 -7.3686 1.8821
N -3.9779 4.1923 6.3465
N 2.1109 -2.0414 -2.1586
N 2.8869 -3.2433 1.8340
N -4.0851 0.5352 -1.5462
N -1.5217 -0.1946 -0.8406
N 3.7628 1.1585 3.4261
N 1.7694 -2.9793 1.1502
N 2.1391 0.0042 1.5233
N -0.6981 -0.1829 1.8942
N 1.4631 0.5450 -1.9086
C 3.7706 0.6165 -4.8676
C -0.2064 2.6134 -3.7870
C -0.4865 1.4992 3.5856
C -3.6563 0.6663 -0.3222
C 2.3429 -3.3267 -2.2803
C -2.2144 -2.1551 2.2415
C -1.9586 -0.3210 -2.1026
C -3.9487 2.4225 4.7295
C -0.0985 -4.1720 0.1576
C -3.5886 4.0844 -4.6706
C 0.1562 0.6774 2.7049
C -3.2223 0.0540 -2.4635
C 3.1162 -3.8754 -3.3148
C -2.4204 3.5830 -3.8697
C 2.4643 1.1497 3.5548
C -2.6669 4.3167 6.1509
C -1.2871 3.0834 -4.5100
C 1.8333 -6.6850 1.4653
C 1.5841 0.6048 2.5774
C -2.3332 0.3305 0.0880
C 2.6363 -1.1759 -3.0762
C 1.9748 -5.1978 1.4585
C -2.5768 2.5588 4.5154
C 2.9447 1.0847 -3.8273
C -4.5905 3.2521 5.6327
C 4.0164 -0.7142 -5.0393
C -1.8793 1.7126 3.5370
C 3.4493 -1.6369 -4.1324
C 4.2837 0.6185 2.3072
C 3.0454 -4.5586 2.0469
C 3.4710 0.0355 1.3734
C 2.3471 0.2185 -2.9377
C 3.6697 -3.0285 -4.2299
C -0.9270 -1.4510 2.5461
C -1.8827 0.5153 1.4314
C -1.9352 3.5452 5.2662
C -2.5122 1.3204 2.3555
C 1.2045 -4.1516 0.9078
C -2.4403 3.6025 -2.4814
C -0.2580 2.6226 -2.3981
C -1.3718 3.1196 -1.7411
H -3.3131 3.9840 -1.9678
H 3.4295 -2.4802 2.2093
H 4.6407 -1.0747 -5.8448
H -1.2518 3.0640 -5.5924
H 2.0670 1.5632 4.4714
H 4.2114 1.3385 -5.5413
H -3.4633 1.7764 2.1109
H -2.2989 -2.9898 2.9316
H -5.6565 3.1474 5.7999
H 1.9087 -3.9761 -1.5286
H -4.5121 1.6550 4.2155
H 3.2642 -4.9438 -3.3599
H 0.1199 -6.4709 0.6153
H 5.3564 0.6573 2.1858
H -3.5737 -0.0410 -3.4801
H 0.0989 2.0776 4.2855
H -1.3929 3.1241 -0.6602
H -4.3685 1.0324 0.4060
H 4.2836 -3.4070 -5.0370
H 2.8039 2.1476 -3.7109
H -2.1721 5.0875 6.7306
H -3.0719 -1.4914 2.3350
H -3.3105 4.9665 -5.2491
H -4.4231 4.3504 -4.0250
H -2.1861 -2.5417 1.2204
H -0.8787 3.7418 5.1489
H 0.6612 2.2316 -4.3055
H -1.2627 -0.7374 -2.8198
H 3.8732 -0.4272 0.4789
H 3.8732 -4.9700 2.5961
H -3.9321 3.3266 -5.3747
*
```

The energy relative to the best compared isomer or geometry (same formula, charge and spin) is 1.132 eV. Its maximum force is 0.0069 Eh/bohr. For the LUMO energy, the calculation gives -0.859 eV. The molar mass comes out at 1016.81 g mol⁻¹. For the electronic energy, the calculation gives -3268.1195 a.u.